# 1
DFT (ωB97M-V/def2-TZVPD) results for a 2-piece molecular cluster, C23H25BF2NO3 overall at a distorted geometry.

Output
- Maximum force: 4.67 eV Å⁻¹
- E_HOMO: -10.2 eV
- Energy above the lowest of the compared OMol25 structures with the same formula, charge and spin: 145.6 kJ/mol
- Electronic energy: -1396.20857 Ha

ORCA input file:
```
! wB97M-V def2-TZVPD RIJCOSX def2/J DEFGRID3
* xyz 1 1
C -4.859 0.769 1.228
C -3.673 -0.049 0.959
C -3.506 -1.172 0.187
C -2.092 -1.482 0.261
C -1.462 -0.540 1.086
B -0.187 -0.358 2.171
O 0.312 0.982 1.967
C -0.024 1.870 3.050
C -0.303 1.044 4.308
N -0.418 -0.374 3.781
C -1.646 -1.074 4.217
C 0.796 -1.180 4.174
C 0.826 -2.290 3.139
O 0.581 -1.560 1.924
O -2.466 0.290 1.570
H -5.775 0.239 0.898
H -4.881 0.966 2.311
H -4.845 1.742 0.712
H -4.321 -1.641 -0.414
H -1.597 -2.300 -0.276
H 0.854 2.532 3.152
H -0.928 2.471 2.823
H 0.606 1.072 4.925
H -1.212 1.355 4.856
H -1.491 -1.422 5.257
H -2.492 -0.368 4.187
H -1.831 -1.930 3.533
H 1.721 -0.568 4.112
H 0.655 -1.544 5.196
H 1.827 -2.753 3.028
H -0.008 -3.006 3.329
F 5.351 -4.402 0.485
C 4.399 -3.398 0.497
C 4.436 -2.495 1.570
C 3.591 -1.397 1.481
C 2.788 -1.138 0.325
C 1.911 -0.018 0.367
C 1.724 0.912 -0.711
C 2.241 2.244 -0.703
C 2.328 2.980 -1.875
C 1.709 2.457 -3.025
F 1.851 3.137 -4.206
C 1.054 1.219 -3.051
C 1.019 0.503 -1.864
C 2.760 -2.131 -0.687
C 3.596 -3.242 -0.649
H 5.096 -2.655 2.434
H 3.530 -0.711 2.338
H 2.074 0.475 1.306
H 2.616 2.623 0.256
H 2.784 3.967 -1.893
H 0.587 0.860 -3.969
H 0.474 -0.445 -1.813
H 2.025 -2.006 -1.487
H 3.635 -3.961 -1.481
*
```

---

# 2
DFT (ωB97M-V/def2-TZVPD) results for C23H25BaN2O9 as an isolated structure at a distorted geometry.

Output
- Maximum force: 7.79 eV Å⁻¹
- E_HOMO: 1.3 eV
- Energy above the lowest of the compared OMol25 structures with the same formula, charge and spin: 456.9 kJ/mol
- Electronic energy: -1703.39135 Ha

ORCA input file:
```
! wB97M-V def2-TZVPD RIJCOSX def2/J DEFGRID3
* xyz -3 1
Ba 1.014 0.268 0.048
C 1.086 1.968 3.491
C -0.359 2.244 2.966
C -0.916 3.499 3.639
O -0.589 2.062 1.531
H 1.462 0.946 3.441
H 1.020 2.142 4.565
H 1.824 2.617 3.020
H -0.987 1.471 3.412
H -1.974 3.581 3.390
H -0.452 4.458 3.408
H -0.824 3.353 4.716
C -1.378 -0.073 -3.412
C -1.535 1.158 -2.606
C -2.746 2.118 -2.863
O -2.850 3.157 -2.151
C -3.784 1.584 -3.782
C -3.601 0.386 -4.422
C -2.336 -0.386 -4.286
O -2.016 -1.246 -5.223
O -4.449 0.127 -5.360
O -0.730 1.539 -1.764
H -0.395 -0.515 -3.333
H -4.628 2.209 -4.034
C 4.069 3.047 -0.278
C 5.011 3.949 -0.332
C 4.901 5.390 -0.754
O 5.849 6.173 -0.972
C 3.689 5.926 -0.932
C 2.521 5.080 -0.735
C 2.728 3.377 -0.708
O 1.752 2.616 -0.788
O 1.413 5.537 -0.700
O 6.175 3.527 0.082
H 4.314 2.000 -0.183
H 3.582 6.948 -1.264
C 0.243 -4.227 3.731
C -0.984 -3.531 4.285
C -1.083 -2.017 4.095
C -1.065 -1.643 2.659
N -1.042 -1.345 1.522
H 1.117 -4.526 4.310
H 0.643 -3.733 2.846
H -0.082 -5.238 3.489
H -1.283 -3.871 5.277
H -1.757 -4.040 3.710
H -0.225 -1.533 4.562
H -1.970 -1.642 4.607
C -0.181 -5.919 -2.579
C -1.327 -4.972 -2.595
C -0.997 -3.559 -3.137
C -0.172 -2.776 -2.190
N 0.481 -2.148 -1.459
H -0.528 -6.845 -2.120
H 0.652 -5.526 -1.995
H 0.079 -6.119 -3.618
H -1.814 -4.995 -1.620
H -2.049 -5.503 -3.216
H -1.903 -2.961 -3.232
H -0.614 -3.567 -4.158
*
```

---

# 3
DFT (ωB97M-V/def2-TZVPD) results for C23H25BiN2OS as an isolated structure at a distorted geometry.

Output
- Maximum force: 6.81 eV Å⁻¹
- E_HOMO: -4.9 eV
- Electronic energy: -1688.54933 Ha

ORCA input file:
```
! wB97M-V def2-TZVPD RIJCOSX def2/J DEFGRID3
* xyz 0 1
C -0.653 -0.371 3.658
C -0.218 0.810 3.001
C -1.135 1.099 1.938
H 0.662 1.395 3.263
C -2.132 0.039 1.902
C -1.893 -0.823 2.976
H -2.914 -0.072 1.158
C 1.728 -2.433 2.181
C 2.121 -1.060 2.382
C 2.299 -0.463 1.116
H 2.218 -0.569 3.361
C 2.016 -1.476 0.091
C 1.626 -2.664 0.768
H -1.066 1.928 1.245
H -2.369 -1.819 3.159
H -0.135 -0.874 4.516
H 1.263 -3.585 0.304
H 2.593 0.563 0.922
H 1.467 -3.196 2.951
Bi -0.057 -0.837 1.116
C 2.119 -1.313 -1.392
C 3.105 -2.358 -1.893
C 2.599 0.083 -1.767
H 4.018 -2.344 -1.286
H 3.381 -2.148 -2.932
H 2.682 -3.368 -1.847
H 3.656 0.203 -1.505
H 2.027 0.872 -1.266
H 2.502 0.221 -2.850
C 0.739 -1.590 -2.045
C -0.275 -0.558 -1.799
H 0.343 -2.558 -1.688
H 0.886 -1.689 -3.132
O -0.500 -0.052 -0.658
N -1.027 -0.039 -2.725
C -2.313 0.679 -2.547
H -0.548 0.076 -3.594
C -2.192 2.044 -1.949
C -3.135 2.529 -1.031
H -3.983 1.913 -0.724
C -3.010 3.811 -0.507
H -3.755 4.174 0.197
C -1.944 4.628 -0.889
H -1.850 5.631 -0.480
C -1.009 4.151 -1.802
H -0.174 4.776 -2.112
C -1.139 2.867 -2.332
H -0.406 2.503 -3.050
H -2.989 0.050 -1.967
H -2.733 0.741 -3.558
S -0.197 -2.421 3.155
C -0.144 -3.204 4.508
N -0.157 -3.901 5.459
*
```

---

# 4
DFT (ωB97M-V/def2-TZVPD) results for a 4-piece molecular cluster, C23H25ClF24O8S overall.

Output
- Maximum force: 0.67 eV Å⁻¹
- E_HOMO: -10.1 eV
- Electronic energy: -4748.49315 Ha

ORCA input file:
```
! wB97M-V def2-TZVPD RIJCOSX def2/J DEFGRID3
* xyz 0 1
C -0.678 -1.237 2.784
C 0.128 -1.777 1.878
C -0.280 -2.037 0.455
O -1.701 -2.140 0.289
C -2.181 -3.387 0.320
O -1.705 -4.293 0.939
O -3.277 -3.424 -0.432
C -4.149 -4.535 -0.201
C -5.246 -4.253 0.839
C -4.852 -3.345 2.004
C -4.742 -1.834 1.736
S -6.050 -1.222 0.709
O -7.310 -1.748 1.128
O -5.672 -1.281 -0.666
Cl -6.050 0.762 1.249
H -1.728 -1.061 2.590
H -0.320 -0.972 3.770
H 1.146 -2.041 2.141
H 0.231 -2.900 0.033
H 0.004 -1.159 -0.121
H -3.580 -5.419 0.077
H -4.620 -4.749 -1.158
H -5.498 -5.228 1.261
H -6.149 -3.899 0.348
H -5.610 -3.460 2.780
H -3.915 -3.683 2.451
H -4.814 -1.294 2.680
H -3.809 -1.530 1.268
F -9.361 5.748 2.551
C -8.163 5.310 2.117
F -7.440 6.383 1.724
C -8.318 4.362 0.925
F -8.844 5.028 -0.123
F -7.042 4.008 0.591
C -9.073 3.043 1.147
O -10.422 2.985 0.726
C -11.460 3.344 1.537
F -11.066 3.603 2.795
F -12.312 2.294 1.592
C -12.258 4.511 0.945
F -11.471 5.592 0.791
F -13.259 4.827 1.797
H -7.637 4.814 2.937
H -8.569 2.327 0.500
H -8.946 2.674 2.165
H -12.677 4.226 -0.022
F 4.397 3.386 -0.505
C 5.698 3.053 -0.598
F 6.360 4.086 -1.167
C 5.887 1.813 -1.475
F 5.507 2.079 -2.741
F 7.236 1.591 -1.486
C 5.256 0.494 -1.000
O 4.030 0.113 -1.595
C 2.822 0.496 -1.091
F 2.932 1.120 0.092
F 2.097 -0.633 -0.877
C 2.023 1.328 -2.100
F 2.697 2.446 -2.421
F 0.849 1.677 -1.529
H 6.105 2.882 0.403
H 5.954 -0.276 -1.327
H 5.218 0.436 0.088
H 1.834 0.743 -3.002
F 11.539 -2.630 -3.446
C 12.082 -1.412 -3.637
F 13.393 -1.576 -3.922
C 11.961 -0.551 -2.377
F 12.680 -1.100 -1.376
F 12.548 0.637 -2.703
C 10.552 -0.197 -1.881
O 10.021 -0.955 -0.808
C 9.311 -2.103 -1.002
F 9.047 -2.335 -2.298
F 8.116 -1.945 -0.376
C 9.988 -3.307 -0.338
F 11.214 -3.501 -0.856
F 9.240 -4.407 -0.577
H 11.596 -0.925 -4.486
H 10.648 0.804 -1.465
H 9.843 -0.117 -2.705
H 10.068 -3.145 0.738
*
```

---

# 5
DFT (ωB97M-V/def2-TZVPD) results for C23H25Co2O7Si as an isolated structure at a distorted geometry.

Output
- Maximum force: 5.11 eV Å⁻¹
- E_HOMO: -1.4 eV
- Energy above the lowest of the compared OMol25 structures with the same formula, charge and spin: 398.0 kJ/mol
- Electronic energy: -4473.03280 Ha

ORCA input file:
```
! wB97M-V def2-TZVPD RIJCOSX def2/J DEFGRID3
* xyz -1 1
C -3.263 -1.751 -0.111
C -2.040 -0.844 -0.225
C -2.108 0.432 0.536
C -0.828 1.036 1.058
C -1.118 2.240 1.972
O -3.193 1.051 0.697
Si -4.347 1.939 -0.960
C -5.764 0.753 -1.001
C -4.649 3.582 -0.173
C -3.234 1.933 -2.435
H -3.081 -2.650 -0.708
H -3.395 -2.057 0.932
H -4.168 -1.255 -0.474
H -1.146 -1.398 0.135
H -1.820 -0.590 -1.278
H -0.330 0.238 1.639
H -0.208 2.538 2.502
H -1.490 3.079 1.367
H -1.874 1.962 2.715
H -6.593 1.257 -1.522
H -5.534 -0.173 -1.545
H -6.099 0.496 0.014
H -5.221 4.211 -0.872
H -5.227 3.476 0.756
H -3.704 4.092 0.063
H -3.839 2.283 -3.287
H -2.379 2.608 -2.309
H -2.845 0.936 -2.679
O 0.825 -1.228 -2.721
C 0.922 -1.326 -1.573
Co 1.245 -1.574 0.144
C -0.047 1.380 -0.146
O -0.475 1.595 -1.263
C 1.230 -3.318 0.287
O 1.186 -4.476 0.327
C 2.917 -0.774 0.436
C 4.122 -1.169 -0.270
C 4.674 -2.437 0.007
C 5.677 -2.961 -0.806
C 6.198 -2.191 -1.851
C 5.705 -0.900 -2.082
C 4.668 -0.384 -1.302
C 1.902 0.176 0.635
C 1.377 1.477 0.253
Co 2.285 -0.735 2.140
C 1.125 -2.117 2.490
O 0.527 -2.861 3.158
C 1.872 0.510 3.305
O 1.646 1.306 4.114
C 3.859 -1.041 2.820
O 4.933 -1.181 3.236
H 4.271 -3.024 0.838
H 6.044 -3.968 -0.607
H 6.989 -2.600 -2.483
H 6.124 -0.285 -2.880
H 4.263 0.615 -1.481
H 1.491 2.198 1.080
H 1.946 1.870 -0.610
*
```

---

# 6
DFT (ωB97M-V/def2-TZVPD) results for C23H25EuF15N6O5S4 as an isolated structure at a distorted geometry.

Output
- Maximum force: 2.46 eV Å⁻¹
- E_HOMO (spin up / spin down): -10.7 / -10.7 eV
- Expectation value of S²: 12.011
- Energy above the lowest of the compared OMol25 structures with the same formula, charge and spin: 58.8 kJ/mol
- Electronic energy: -5397.20069 Ha

ORCA input file:
```
! wB97M-V def2-TZVPD RIJCOSX def2/J DEFGRID3
* xyz 1 7
Eu 0.098 -0.164 -0.575
C -3.711 -1.664 3.543
N -2.513 -0.954 3.961
C -1.983 -0.949 5.238
C -0.879 -0.191 5.211
N -0.727 0.276 3.904
C -1.745 -0.210 3.133
S -2.094 0.011 1.506
C 0.315 1.167 3.512
C 0.824 2.031 4.474
C 1.893 2.837 4.134
C 2.406 2.753 2.850
C 1.804 1.882 1.964
N 0.760 1.097 2.268
H -4.232 -2.006 4.433
H -3.447 -2.516 2.917
H -4.350 -0.997 2.971
H -2.431 -1.498 6.046
H -0.165 0.013 5.986
H 0.383 2.090 5.457
H 2.312 3.519 4.862
H 3.249 3.348 2.531
H 2.179 1.794 0.955
F 0.719 -1.424 -5.215
C -0.108 -2.284 -4.662
F -1.296 -2.204 -5.235
F 0.373 -3.510 -4.756
S -0.333 -1.920 -2.848
O -0.890 -0.568 -2.669
O 0.923 -2.030 -2.128
N -1.384 -3.051 -2.529
S -1.988 -2.880 -1.081
O -1.058 -2.059 -0.281
O -2.475 -4.079 -0.508
C -3.498 -1.787 -1.286
F -4.079 -2.050 -2.445
F -3.176 -0.492 -1.254
F -4.338 -2.042 -0.298
C 3.116 -2.471 0.139
S 1.886 -1.714 1.221
C 0.993 -3.195 1.736
H 3.792 -3.079 0.736
H 3.666 -1.663 -0.335
H 2.629 -3.076 -0.623
H 0.658 -3.757 0.867
H 0.125 -2.876 2.311
H 1.637 -3.811 2.360
F 1.834 3.314 -0.795
C 2.213 2.806 -1.976
F 1.117 2.769 -2.748
F 3.074 3.656 -2.533
C 2.830 1.379 -1.784
O 2.094 0.624 -0.925
C 4.279 1.551 -1.222
F 4.702 0.401 -0.689
F 5.154 1.922 -2.156
F 4.296 2.471 -0.243
C 2.900 0.677 -3.169
F 3.586 -0.463 -3.082
F 1.650 0.375 -3.560
F 3.439 1.426 -4.127
N -0.970 1.916 -0.760
C -1.573 2.894 -0.912
N -2.245 3.987 -1.085
C -1.614 5.307 -0.905
C -1.750 6.117 -2.185
C -3.208 6.179 -2.634
C -3.781 4.775 -2.820
C -3.647 3.962 -1.541
H -0.573 5.153 -0.626
H -2.123 5.806 -0.076
H -1.140 5.655 -2.966
H -1.354 7.118 -2.009
H -3.290 6.742 -3.563
H -3.798 6.716 -1.884
H -3.249 4.262 -3.626
H -4.835 4.818 -3.098
H -3.942 2.923 -1.681
H -4.262 4.389 -0.745
*
```

---

# 7
DFT (ωB97M-V/def2-TZVPD) results for a 2-piece molecular cluster, C23H25F4N2O overall at a distorted geometry.

Output
- Maximum force: 1.93 eV Å⁻¹
- E_HOMO: -10.0 eV
- Energy above the lowest of the compared OMol25 structures with the same formula, charge and spin: 3.7 kJ/mol
- Electronic energy: -1475.25130 Ha

ORCA input file:
```
! wB97M-V def2-TZVPD RIJCOSX def2/J DEFGRID3
* xyz 1 1
F -3.751 3.906 -2.941
C -3.496 2.563 -2.767
C -4.567 1.670 -2.820
C -4.240 0.320 -2.686
F -5.261 -0.602 -2.802
C -2.954 -0.129 -2.430
C -1.862 0.803 -2.345
C -0.553 0.278 -2.120
C 0.720 0.856 -2.410
C 1.826 -0.041 -2.585
C 3.093 0.450 -2.828
F 4.145 -0.434 -2.940
C 3.371 1.816 -2.909
C 2.288 2.680 -2.761
F 2.518 4.037 -2.810
C 0.990 2.254 -2.491
C -2.183 2.180 -2.525
H -5.584 2.014 -2.972
H -2.755 -1.198 -2.326
H -0.521 -0.800 -1.928
H 1.653 -1.121 -2.510
H 4.375 2.189 -3.068
H 0.217 2.986 -2.301
H -1.413 2.940 -2.478
C 1.523 2.555 3.186
N 2.013 1.354 2.598
C 2.422 0.245 3.377
C 1.840 -1.111 2.934
C 0.838 -1.011 1.795
N -0.104 -2.006 1.655
C -0.186 -3.091 2.635
C -1.003 -4.255 2.090
O -2.285 -3.806 1.625
C -2.154 -2.905 0.527
C -1.295 -1.695 0.879
C 0.971 0.006 0.880
C 1.881 1.144 1.169
H 1.745 3.379 2.489
H 0.420 2.537 3.352
H 2.012 2.706 4.162
H 3.522 0.167 3.293
H 2.209 0.466 4.432
H 2.701 -1.715 2.579
H 1.389 -1.590 3.818
H 0.821 -3.456 2.854
H -0.650 -2.737 3.574
H -0.431 -4.752 1.280
H -1.247 -4.965 2.893
H -1.723 -3.414 -0.359
H -3.172 -2.554 0.294
H -1.923 -0.959 1.415
H -0.995 -1.237 -0.062
H 0.441 0.044 -0.072
H 1.481 2.074 0.744
H 2.883 0.968 0.720
*
```